Below is a structure of composition C29H29FN3O3PYb in a non-equilibrium geometry, with properties calculated with ωB97M-V with the def2-TZVPD basis set.

- Electronic energy: -84666.3976 eV
- Total charge: +2
- HOMO level: -10.965 eV
- Molar mass: 690.6 g/mol
- Frontier orbital gap: 0.0382 Ha

The geometry in XYZ format:
```
67
Properties=species:S:1:pos:R:3:forces:R:3
C -3.105 4.018 3.192 0.083 -0.217 -0.254
C -3.199 2.859 2.422 -0.115 0.697 0.454
C -2.355 2.669 1.216 1.645 -0.948 1.409
C -2.822 3.012 -0.038 -0.239 0.074 0.079
C -2.070 2.827 -1.195 -0.378 0.004 -0.137
C -2.716 3.214 -2.499 0.409 -0.240 0.808
C -4.086 3.022 -2.653 0.207 0.192 -0.382
C -4.659 3.359 -3.867 -0.035 -0.184 0.143
C -3.849 3.866 -4.867 -0.333 -0.126 0.343
C -2.506 4.036 -4.586 0.303 0.261 -0.556
N -1.919 3.727 -3.435 -0.620 -0.062 -0.181
C -0.781 2.280 -1.116 0.457 -0.108 0.368
C 0.023 2.086 -2.345 0.086 -0.109 -0.181
C 1.139 2.731 -2.626 0.508 -0.050 0.154
C -0.307 1.916 0.158 0.154 -0.079 -0.026
C -1.079 2.114 1.305 -0.027 -0.042 -0.518
C -0.523 1.698 2.616 0.324 -0.399 -0.693
O -0.617 2.369 3.603 -0.297 0.386 0.831
C 0.205 0.389 2.592 -0.062 0.190 -0.273
C 0.093 -0.543 3.623 0.532 0.523 0.365
P -0.909 -0.364 5.153 -1.403 -0.785 0.262
N -2.163 -1.314 5.121 0.370 0.255 -0.184
C 0.795 -1.718 3.457 0.048 -0.185 0.073
F 0.738 -2.656 4.403 -0.059 0.034 0.019
C 1.573 -1.993 2.334 -0.377 -0.088 0.055
O 2.190 -3.228 2.320 0.086 0.457 -0.390
C 1.758 -4.145 1.333 0.266 -0.857 0.267
C 2.987 -4.724 0.594 -0.509 -0.178 0.097
C 2.761 -4.917 -0.915 0.856 0.335 -0.021
C 3.741 -4.147 -1.827 -0.608 -0.150 0.001
C 1.688 -1.043 1.321 0.390 0.419 -0.098
C 2.536 -1.346 0.102 -0.520 -0.462 0.409
N 1.709 -1.933 -0.979 0.287 -0.015 -0.409
C 1.668 -1.098 -2.197 -0.216 -0.388 0.147
C 0.988 0.167 1.459 -0.240 -0.520 0.193
C 1.030 1.264 0.417 -0.925 -0.181 0.375
O 2.056 1.593 -0.098 0.832 0.138 -0.492
H -2.272 4.187 3.869 1.094 0.821 -1.427
H -3.826 4.830 3.112 -1.149 -0.833 1.424
H -3.884 2.071 2.736 -1.399 0.623 -1.253
H -3.805 3.450 -0.117 -0.080 0.085 0.015
H -4.678 2.620 -1.849 -0.108 -0.149 0.041
H -5.715 3.196 -4.026 -0.094 0.064 -0.058
H -4.270 4.123 -5.824 0.113 0.090 -0.163
H -1.873 4.449 -5.362 0.171 0.039 0.079
H -0.364 1.403 -3.093 -0.451 0.275 -0.118
H 1.682 3.305 -1.892 -0.249 0.385 0.038
H 1.588 2.690 -3.608 0.063 -0.310 -0.068
H -1.290 0.969 5.332 0.687 0.147 -0.077
H 0.000 -0.665 6.186 0.297 0.228 -0.308
H -2.996 -0.747 5.233 -0.199 -0.243 0.016
H 1.281 -4.986 1.842 -0.210 0.135 0.165
H 1.020 -3.739 0.652 0.073 0.357 -0.122
H 3.835 -4.078 0.796 0.116 0.085 -0.180
H 3.223 -5.684 1.058 0.102 0.013 0.095
H 2.955 -6.007 -1.138 -0.725 0.404 0.606
H 1.730 -4.747 -1.207 -0.118 0.022 -0.005
H 3.190 -3.668 -2.630 0.130 -0.002 -0.201
H 4.241 -3.364 -1.267 0.147 0.015 0.019
H 4.517 -4.802 -2.253 0.168 0.082 -0.058
H 3.067 -0.470 -0.249 -0.081 0.162 0.031
H 3.276 -2.069 0.445 0.206 -0.041 -0.162
H 0.754 -2.009 -0.656 -0.020 -0.035 0.142
H 1.357 -1.683 -3.065 0.034 -0.173 0.033
H 2.661 -0.706 -2.397 -0.012 0.209 -0.036
H 0.942 -0.298 -2.090 0.235 0.368 -0.102
Yb 3.639 -7.619 -2.037 0.380 -0.420 -0.426
```
Forces are in eV/Å.